(1)
Formula: C86H83CdN9O4SSe
Source: OMol25
Level of theory: ωB97M-V/def2-TZVPD

Element x y z (Å)
H  2.8456  4.1109  3.1879
H  4.8614  0.9535  -2.4871
C  -4.8254  1.3360  -0.8836
H  -1.5148  4.7136  -2.8212
H  -5.5786  1.3343  -7.6407
H  -3.7164  0.4082  1.8534
C  3.0828  -1.1389  -1.6372
H  -0.6926  8.5089  5.1269
H  -5.3483  -7.1683  -3.1030
C  -4.9676  -0.7289  -6.0203
C  -3.7005  -0.4299  2.5280
H  -2.9843  5.5340  1.4946
H  -2.4069  3.8541  1.5039
C  -1.3095  -5.1353  1.2394
C  -1.6595  3.7559  -2.3600
C  1.4364  -0.1407  1.4458
C  5.0688  -1.6967  -3.0698
H  -4.3960  -0.7470  -6.9468
H  7.3628  -0.2172  -6.3731
C  -1.4601  6.1662  3.4905
S  -0.7696  -2.6292  3.8669
C  -3.8885  1.4639  -5.4216
H  0.8498  9.3819  -1.9424
C  -4.8268  -0.8901  3.1760
C  4.1574  -1.2067  -5.4768
C  2.2790  5.3531  -4.8949
N  0.6405  5.7230  -1.0628
H  2.0217  7.5095  -2.3140
C  0.7451  3.0403  -2.3743
C  0.0709  4.5178  2.6522
H  4.7000  0.3029  2.4030
N  1.5990  0.7988  -1.8894
H  -2.0330  7.5510  5.7575
O  3.0603  -1.0429  -5.9788
C  1.1675  4.3172  -2.9965
H  -5.7717  -0.3895  3.0232
C  2.1688  -2.0970  -1.1797
C  2.4969  -3.4669  -0.8525
H  1.1711  5.8518  5.5576
H  5.3025  -3.1534  -7.1647
N  -1.1337  1.6956  -1.5296
C  6.3928  -2.1150  -3.1550
C  -0.2897  -1.3171  2.7211
N  -1.9060  -0.9928  -0.7480
C  2.7654  0.3021  1.4605
C  -1.9844  -5.4916  -1.0611
O  -2.2177  -4.3861  -4.4721
H  -6.8463  2.5853  1.5346
C  -7.5224  1.7495  -0.3244
Se  0.6394  3.3392  1.2595
H  7.1191  -2.5109  0.1310
H  4.0318  -1.3024  4.1695
C  3.3170  -0.9751  3.4238
N  -5.3486  0.7201  -3.1418
C  0.3169  6.9041  -0.4533
H  5.8452  -0.6877  -8.4259
C  1.7689  2.0859  -2.2517
C  0.8843  4.7225  3.7713
H  -3.8721  -3.5206  0.1262
C  4.9902  -0.6782  -7.7516
C  6.5497  -2.2831  -0.7588
H  -0.4198  7.4056  6.4784
C  -1.0321  7.6167  -2.5925
H  1.8754  2.8441  3.9038
H  -4.8326  -6.7990  -5.5657
H  -5.2697  -5.4101  -2.9567
C  -2.1484  -7.2620  0.5742
H  3.0825  1.0059  0.6999
C  1.1879  5.5512  -2.3215
C  -1.4696  -4.6534  -0.0488
H  -5.6571  -2.3241  4.5396
C  -0.9638  7.5350  5.5422
C  3.1672  2.3319  -2.5457
C  -4.1258  -1.4007  -0.3551
H  -4.0367  2.4149  -4.9134
C  6.4315  -0.1522  -5.8103
H  -7.0477  0.9850  -6.7111
C  -2.4701  1.8713  -1.4662
C  2.4100  6.5318  -4.1780
C  -5.7986  1.0778  -1.8625
C  -3.1263  -0.4185  -0.7196
C  7.1234  -2.3966  -2.0103
H  -4.4668  2.2121  1.0234
H  3.2506  -1.3315  -3.7641
C  -1.6621  -6.4335  1.5654
H  -2.0309  -7.7373  -3.2586
H  -2.2609  -7.6285  -4.9896
C  -4.1720  -5.9839  -5.2730
H  -3.3953  -5.8649  -6.0238
H  -3.8225  3.5716  -2.0585
H  -4.7435  -5.0601  -5.2372
H  -1.5468  -6.7943  2.5773
H  -3.1556  0.8789  -4.8701
C  -0.6022  2.8171  -2.0595
H  -2.6487  -7.5050  -1.4611
C  -4.6898  -6.3281  -2.8829
H  -4.3378  0.6674  -3.1900
H  -8.5737  1.8501  -0.0899
H  -3.4704  -8.4527  -4.0004
H  -0.5990  10.1122  -1.2520
C  -5.2240  1.9216  0.3095
H  -4.4060  -1.2735  -5.2644
C  3.6851  -0.0852  2.4208
N  -2.0575  -4.9198  -2.3378
H  -2.3841  6.7236  3.3849
C  -3.5474  -6.2831  -3.9015
N  -1.2870  -0.6702  2.2450
C  1.0901  -0.9910  2.5195
H  -4.3456  -6.4201  -1.8601
C  -2.1009  4.8983  1.4379
C  -2.2953  -6.8051  -0.7259
H  -1.5506  -4.0293  -2.3403
C  -2.4213  -2.1426  3.6576
C  4.4876  -1.5786  -1.7876
H  1.1905  -5.0891  -0.1953
C  5.4144  -1.1598  -6.3563
O  -7.2738  0.6750  -4.3481
C  5.2313  -1.8743  -0.6562
H  -5.1795  -1.2139  -0.2500
N  4.1985  -1.4427  -4.1354
H  3.4803  -3.8998  -0.8780
C  -6.0551  1.4266  -6.6667
C  0.1205  9.3020  -1.1374
C  -0.5898  7.9427  -1.1692
C  -3.4674  -2.5702  -0.1783
C  -3.5567  -2.6150  4.2895
C  5.9599  -2.5883  -6.5060
C  2.8048  0.2015  -1.9495
C  0.3043  -3.0576  -0.6153
C  3.8101  1.1562  -2.3707
H  6.9578  -2.5759  -6.9441
C  -2.8225  3.1756  -1.9874
C  -2.0705  -2.2935  -0.4328
O  0.6170  7.1187  0.7035
H  2.9358  7.3799  -4.5983
H  -0.9013  -4.4816  1.9957
H  -1.6229  5.0219  0.4686
H  6.8862  -2.2380  -4.1030
H  -2.4014  7.0859  -0.3386
C  -1.0609  -3.2639  -0.3748
C  -5.2165  0.7223  -5.5915
H  2.5719  4.1063  4.9468
H  -1.7445  8.3718  -2.9268
H  -7.8848  0.9917  -2.2954
H  5.9949  -3.1195  -5.5605
C  -7.1436  1.2464  -1.5569
C  2.1211  3.9036  3.9744
C  -1.1411  5.2088  2.5436
H  6.0326  0.8542  -5.9248
H  4.7593  -1.7706  0.3101
H  -2.4959  8.8295  -0.6090
C  -6.5619  2.1358  0.5934
H  2.6753  5.2773  -5.8985
C  1.6926  4.2574  -4.2868
H  8.1530  -2.7130  -2.1127
Cd  0.0652  0.1778  -0.2560
C  1.3354  -4.0684  -0.5037
N  0.8443  -1.8993  -1.0392
H  3.6022  3.2753  -2.8176
C  -2.7806  -7.6092  -4.0331
C  -1.8453  8.0178  -0.2833
H  4.2104  -1.3202  -8.1526
C  -0.6271  6.4400  4.5657
H  -3.4626  1.6713  -6.4014
H  4.5909  0.3314  -7.6988
H  -1.5594  8.1816  0.7525
H  1.6427  3.3130  -4.8119
H  -5.9163  -1.2369  -6.1878
H  0.7974  4.9525  -0.3784
C  -2.5592  -5.1472  -3.5852
H  -2.4096  -8.2862  0.8002
C  -4.7593  -1.9760  4.0449
H  6.6496  -0.2976  -4.7588
C  -6.0566  0.7055  -4.2974
H  -3.5004  -3.4471  4.9758
C  -3.4066  0.9183  -1.0500
C  1.8798  6.6176  -2.9072
C  0.5255  5.6828  4.7032
H  0.6334  9.4241  -0.1859
H  -6.1635  2.4830  -6.4289
H  1.6928  -2.0800  4.2764
C  2.0184  -1.4249  3.4737
H  -1.5247  6.6500  -2.6250
C  -2.4819  -1.0586  2.7529
H  -0.1994  7.6054  -3.2896

The total charge is -2. The calculated total energy comes out at -7088.3168 Eh. As for the energy above the lowest of the compared OMol25 structures with the same formula, charge and spin: 0.0000 eV. The frontier orbital gap is 4.69 eV. The HOMO energy comes out at -1.48 eV. Its lowest unoccupied orbital energy is 0.1181 hartree.


(2)
Formula: C87H189N9O15
Source: OMol25
Level of theory: ωB97M-V/def2-TZVPD

Element x y z (Å)
H  6.3490  2.4041  2.6841
C  6.5493  -3.2346  -1.5802
H  -5.3189  -3.3151  4.3991
H  -2.9048  -2.3586  0.7603
H  3.4198  -5.5218  4.4489
C  -4.0770  -4.5880  2.2907
H  5.3315  1.1677  -4.2129
H  3.3260  -4.8048  -4.2401
O  1.3054  -4.5687  -4.8434
H  -4.1682  -5.4748  1.6635
C  -5.0357  -0.3802  -4.6178
H  2.3906  1.4828  -4.9664
H  2.2399  7.2885  3.9500
H  2.7176  1.8592  1.6712
C  -2.6822  -6.8954  5.0634
H  -0.4100  3.6412  -2.4472
H  4.5721  0.3640  -5.5784
H  0.7173  3.6168  -4.6254
H  0.8830  8.0731  -5.2655
H  0.4889  2.8660  7.5841
H  0.1259  7.1557  -0.4041
H  -2.7390  -7.7636  -5.2430
H  -2.0385  9.2408  6.0163
H  -1.5864  6.3017  7.3885
H  3.7325  -2.8013  -4.5975
H  -2.1001  5.8858  4.6929
H  -0.5347  6.7233  1.6671
N  -0.3717  6.9414  -3.0663
O  -6.4775  1.6886  -6.4204
H  1.2214  5.2195  2.1350
H  -6.2274  -7.4038  5.2182
C  -1.9188  8.3099  5.4621
C  -6.1237  3.3263  -4.6826
H  -2.5769  -5.4897  -5.7689
H  3.1160  5.1446  1.0904
C  -2.4515  -6.3103  6.4336
N  -5.9260  1.9206  -5.1316
N  5.0735  -4.8704  -3.5920
H  6.8886  -5.2011  -1.5055
H  -2.8859  7.8602  5.6869
C  -0.7929  -4.9828  -2.9014
O  1.0112  4.5359  6.5714
C  6.3117  -3.9532  -5.4746
C  -4.0859  -5.0617  3.6898
H  3.5367  3.0562  -3.7257
H  4.8659  2.0920  -6.7096
C  -1.2052  -1.8325  -0.2062
H  -7.6330  0.0598  -2.9761
O  -1.3845  5.3779  5.0824
H  -0.5769  7.6820  -6.3957
O  4.0774  -5.3889  -4.3662
C  0.8523  5.2423  3.1603
H  -7.5999  -0.6901  -4.5104
C  4.6907  -2.4996  -4.1744
H  -5.0681  -1.1139  -3.8123
H  5.1637  -7.3067  -2.6008
H  -2.4517  -7.0657  7.2194
H  7.3850  3.1254  -0.0717
C  -2.4648  -0.2732  1.2036
H  -7.0573  2.3338  -2.1551
H  1.5439  -6.7600  -3.1478
H  6.5815  -2.9739  -5.8699
H  0.6572  5.3908  -0.2372
H  -5.7774  0.0797  1.9302
C  1.6401  -4.8540  6.4383
O  0.2161  1.6449  -0.6642
C  -0.6573  7.5744  5.8753
H  -1.7894  6.5809  2.8949
H  -3.4690  0.0004  1.5273
H  0.5418  -8.0837  -3.5675
H  -8.6524  -1.8132  2.4965
C  -7.6157  3.7061  -4.7935
H  -0.7122  -2.6534  -4.5550
C  -0.9460  -4.9223  -4.4394
H  1.1887  5.9212  -4.9277
C  -0.9434  -0.5601  -2.3893
H  -8.2856  3.0120  -4.2861
C  -4.0270  -7.6310  5.0163
H  1.6174  -4.3719  -5.7297
H  -3.6877  1.7090  0.1710
H  -1.2021  7.9376  7.9841
H  -1.9100  -0.5415  2.1026
C  0.1723  6.5360  3.6176
H  -0.5580  3.2944  6.1623
C  -1.2449  1.8608  1.7499
H  2.6650  -4.6247  -2.1145
N  0.2408  -5.3400  -5.1822
H  -4.2224  -3.9593  5.6502
H  -7.3146  0.6293  2.5516
C  7.0156  2.3221  0.5657
C  -0.8680  7.1203  7.3448
H  -5.3625  -0.8183  -5.5609
H  -8.1873  -0.4653  0.6586
C  1.9476  -2.9512  2.7055
N  4.6538  2.3000  -0.0820
C  -6.8743  -1.4856  2.9225
H  4.1031  -4.3786  6.6424
H  -5.8925  0.5380  -1.9761
H  -2.6860  1.3634  -1.3511
C  -5.9794  2.4582  -2.2591
H  1.4944  7.9793  2.5548
H  0.9814  -3.4556  2.7138
O  -0.8125  8.1280  -2.5517
C  4.6268  -6.5912  -1.9781
H  2.9783  -0.4339  3.1503
H  -5.2453  -6.0827  6.0069
H  3.0886  2.9939  2.9529
H  -7.9309  3.8789  -5.8225
C  2.9735  -4.1024  2.9349
H  -0.4254  1.4319  2.3268
H  -4.0355  0.0164  -4.7920
C  3.5993  -4.4265  -1.5893
H  0.4745  5.1106  6.0205
H  2.1264  -5.8246  6.5365
H  -0.0392  8.6812  -2.6841
C  0.1577  4.5076  -2.7865
H  -1.4047  -8.6777  5.4490
C  4.5248  1.2473  -4.9416
H  0.6988  1.3776  5.5360
H  -0.5624  -7.3490  4.7547
C  -6.0047  0.8128  -4.2242
H  -1.8389  5.3587  -0.5077
H  -0.9941  3.7245  -4.3290
H  -4.3707  1.0640  -2.7807
H  5.1850  4.5054  2.4406
H  0.0722  6.6370  7.6102
H  0.0726  4.4810  3.1844
H  -1.5001  -5.8111  6.6174
H  -0.9380  -7.4041  -6.8050
H  4.2063  1.7230  2.5566
H  5.8408  -2.4387  -1.3507
C  -0.6296  -7.5794  -5.7743
H  1.1935  4.3472  -2.4875
C  4.8271  -5.0936  -2.1654
C  3.3029  4.3216  0.4005
H  5.5850  0.6266  -1.9628
H  -0.3586  -1.5039  3.7213
H  0.5378  -0.6593  2.5279
H  -0.3336  -1.2404  -2.9838
C  6.8937  -3.1755  -3.0662
H  -5.4974  5.2767  -5.3396
C  0.5615  8.5357  5.8085
H  1.6729  4.9493  3.8152
C  -0.8658  7.0983  2.6355
C  -2.1312  -5.7777  -4.8168
C  5.7423  -3.6284  -4.1172
C  0.4625  6.2406  -0.8914
H  7.4747  -2.9728  -1.0673
C  -1.8703  5.4664  -1.5919
N  -0.5423  0.5768  -0.1049
H  3.4112  -4.7413  -0.5628
C  1.2790  -7.4004  -3.9891
H  4.9626  -6.8408  -0.9715
H  -3.9593  -8.2774  4.1412
H  3.1073  0.2158  -3.8538
H  -3.3245  -1.1788  -0.5448
H  0.6682  -5.1056  6.0136
C  -5.5908  3.5085  -3.2466
H  2.5621  -6.5492  -6.3199
H  3.9868  -3.7175  3.0500
C  -0.4750  5.8168  -2.0968
H  -3.5419  -3.0854  4.3975
H  -4.2398  4.0068  -5.6220
H  1.1499  -6.5367  -7.3915
O  1.1719  -2.0150  6.3072
H  1.3075  -1.9845  -1.3934
H  -5.7537  1.5388  -7.0331
H  -4.5118  3.6166  -3.1365
H  -8.2239  0.9865  -4.3653
H  5.5337  -4.3488  -6.1276
H  3.1521  -0.4362  4.8317
C  3.0219  -1.1220  3.9946
C  -5.3055  4.2336  -5.5907
H  -7.7529  4.7121  -4.3969
C  0.4471  3.2975  6.5841
H  0.9457  1.7103  -0.0438
H  0.2163  9.4898  6.2067
C  3.2045  1.2075  -4.2956
H  1.7590  -5.5498  4.1016
O  2.5388  2.2970  6.0102
H  6.6383  -0.4717  0.5361
N  1.5049  -2.7621  5.1330
H  1.4619  -1.0395  0.1415
H  -2.9372  -5.6916  -4.0881
H  -0.6150  -2.2093  0.6291
H  -2.3775  4.5636  -1.9322
C  5.8750  1.4898  -0.0276
C  -0.7431  6.8237  -4.4840
H  7.8176  1.6455  0.8608
C  6.2638  1.3305  -1.4813
C  5.7534  0.1261  0.7546
C  -5.4564  1.1583  -2.7591
H  -4.9181  -3.9781  1.9611
C  -0.1911  7.9650  -5.4163
C  3.6431  -3.5396  6.1203
H  -5.5119  -6.6897  2.9700
C  -1.5213  -7.8667  4.7300
H  3.5308  -2.7682  6.8822
H  -1.5621  -3.4635  -5.9200
H  1.5880  -0.3134  -1.5804
H  7.5463  3.5908  2.2261
H  -0.4552  -8.6545  -5.7313
C  1.7940  -1.9713  3.9166
H  7.2427  -4.5177  -5.4225
C  0.1358  5.6521  -5.0125
H  -2.2932  -3.1676  -4.3764
C  -4.3542  -3.7885  4.5818
N  -0.3776  6.4213  4.9845
H  -1.7242  -4.3134  4.6106
N  -2.8364  -5.8048  4.0108
H  -1.7344  -4.5373  -2.5802
H  4.8301  -0.4000  0.5117
O  -7.2307  -0.3853  0.6678
H  -0.6623  0.3726  -2.8785
O  3.5812  1.5909  -0.6471
C  4.2171  3.2238  1.0071
C  -0.0625  4.2867  -4.2632
H  -1.8857  8.6911  4.4415
C  -5.3231  -6.7962  5.1865
C  -2.6258  -1.4361  0.2512
H  5.7800  4.7926  0.8703
C  0.5931  -6.7468  -5.3291
H  -2.4881  6.7273  -5.8316
H  -3.1304  -4.1635  1.9564
H  -6.3976  -2.1403  2.1929
H  0.0595  -4.3783  -2.5913
H  1.8796  -8.0144  -6.8074
C  0.5839  -0.9777  3.5694
H  -1.5914  -8.3153  3.7391
H  -5.6272  4.0367  -6.6134
C  -7.4651  0.2792  -4.0305
C  -6.8234  -0.2035  2.0483
H  1.5383  -4.5207  7.4711
H  3.5945  -6.9182  -2.1034
C  -5.3552  -6.0283  3.8221
H  -2.5090  2.8195  -0.3518
H  -4.0115  -8.3503  5.8350
H  2.1463  -8.0513  -4.0996
H  -2.5901  5.6253  -4.4203
H  1.0753  2.7017  4.5595
H  -1.1309  8.1495  2.5221
H  -3.1678  -5.5781  6.8061
H  -2.7909  7.3590  -4.1970
H  3.6362  1.9700  -1.5273
C  1.5911  -7.0057  -6.5120
H  -1.7788  -7.6911  -3.8839
H  3.6978  -3.3438  -1.6675
H  4.5997  -2.1129  -3.1594
C  1.2947  7.6924  3.5872
H  4.3674  -3.2503  5.3589
C  2.3300  -3.9521  5.4518
H  -6.1977  -1.2557  3.7455
H  -0.9728  2.8388  1.3531
C  5.9969  -4.6241  -1.2605
O  4.7507  2.4218  -5.8154
H  0.4534  -0.0924  4.1917
H  -2.0410  2.0690  2.4647
H  2.3520  3.9724  -0.0019
C  -2.7221  1.7507  -0.3329
H  0.2051  9.5078  3.8328
H  -1.2769  -2.6025  -0.9744
H  -2.0198  -0.7319  -2.3924
C  5.4653  3.9814  1.5268
C  1.1320  -1.0300  -0.8973
C  0.9652  8.9557  4.3856
H  -6.2225  -5.4050  4.0398
H  7.2454  -2.1711  -3.3017
C  6.6624  3.0602  1.8721
H  3.8166  4.6386  -0.5071
H  2.9867  -4.7857  2.0858
C  1.1672  2.3603  5.5906
H  2.3167  -2.5557  1.7593
O  3.2724  2.2223  -3.3304
C  -1.3613  -3.4783  -4.8488
H  -5.6154  2.8014  -1.2907
C  -2.2591  6.6020  -4.7733
H  5.7592  -4.7310  -0.2021
H  -0.6866  -5.9979  -2.5189
H  5.0036  -1.7207  -4.8698
H  -0.0912  5.6018  -6.0774
H  5.7949  0.1920  1.8418
H  1.3514  8.2999  6.5216
H  1.3786  6.5796  -1.3749
C  -0.4015  -0.6743  -0.9364
O  -8.1280  -1.9042  3.2954
H  -2.5707  6.2907  -1.7264
H  7.2531  0.8728  -1.4909
H  7.8097  -3.7403  -3.2394
H  3.9593  -1.6782  3.9988
H  2.8838  3.1820  6.1492
H  -6.0382  4.4091  -2.8259
H  1.8456  9.5982  4.3695
C  -1.7815  0.9823  0.5476
O  -1.6210  -4.9689  3.9168
C  3.5212  2.4468  2.1152
H  2.0152  -1.6317  6.5593
H  -0.5024  8.9937  -5.2348
C  -1.8312  -7.2746  -4.8898
H  6.2884  2.2577  -2.0538
C  2.5961  -4.8572  4.1880

The calculated total energy comes out at -5049.0064 Eh. As for the energy above the lowest of the compared OMol25 structures with the same formula, charge and spin: 6.0082 eV. The frontier orbital gap is 8.22 eV. The HOMO energy comes out at -7.85 eV. Its lowest unoccupied orbital energy is 0.0134 hartree. The SMILES is CC1(C)CCCC(C)(C)N1O.CC1(C)CCCC(C)(C)N1O.CC1(C)CCCC(C)(C)N1O.CC1(C)CCCC(C)(C)N1O.CC1(C)CCCC(C)(C)N1O.CC1(C)CCCC(C)(C)N1O.CC1(C)CCCC(C)(C)N1O.CC1(C)CCCC(C)(C)N1O.CC1(C)CCCC(C)(C)N1O.OCCO.OCCO.OCCO.